This record from OMol25 describes a molecular structure, C35H37N7O6SSbSn. The level of theory is the ωB97M-V functional and the def2-TZVPD basis.

As for the molecular weight: 924.3 g mol⁻¹. Its net charge is -1. The calculation puts the total energy at -82816.91993 eV. As for the gap between HOMO and LUMO: 6.74 eV. The HOMO energy comes out at -4.4 eV. The calculation puts the LUMO energy at 0.0857 hartree. As for the energy above the lowest of the compared OMol25 structures with the same formula, charge and spin: 22.7 kJ/mol.

Geometry (Å):
Sn (-0.256, -0.096, -0.093)
O (4.026, 0.726, -2.400)
C (4.394, -0.539, -2.678)
C (5.668, -0.745, -3.210)
C (6.088, -2.017, -3.551)
C (5.245, -3.107, -3.361)
C (3.988, -2.910, -2.817)
C (3.537, -1.638, -2.471)
C (2.164, -1.428, -1.918)
O (1.915, -0.292, -1.351)
N (1.316, -2.401, -2.089)
N (0.031, -2.061, -1.695)
C (-0.867, -2.840, -2.166)
C (-2.300, -2.680, -2.076)
C (-3.085, -3.779, -2.451)
C (-4.463, -3.733, -2.479)
C (-5.091, -2.528, -2.146)
C (-4.350, -1.423, -1.798)
C (-2.927, -1.444, -1.721)
O (-2.280, -0.385, -1.386)
H (3.145, 0.649, -1.941)
H (6.306, 0.119, -3.352)
H (7.082, -2.162, -3.958)
H (5.572, -4.102, -3.638)
H (3.317, -3.744, -2.656)
H (-0.523, -3.701, -2.747)
H (-2.577, -4.704, -2.706)
H (-5.035, -4.605, -2.768)
H (-6.174, -2.463, -2.171)
H (-4.844, -0.486, -1.569)
C (-4.225, 0.651, 1.618)
C (-3.590, 1.911, 2.107)
C (-4.180, 2.635, 3.141)
C (-3.620, 3.830, 3.543)
C (-2.471, 4.261, 2.908)
C (-1.914, 3.468, 1.905)
N (-2.470, 2.332, 1.495)
Sb (-0.122, 4.363, 1.081)
C (-0.014, 3.779, -1.008)
C (0.100, 4.912, -1.811)
C (0.128, 4.772, -3.187)
C (0.047, 3.501, -3.714)
C (-0.057, 2.403, -2.861)
C (-0.137, 1.024, -3.438)
N (-0.091, 2.542, -1.524)
C (1.463, 3.281, 2.048)
C (1.698, 3.585, 3.385)
C (2.797, 3.023, 4.002)
C (3.634, 2.211, 3.258)
C (3.347, 1.980, 1.918)
C (4.251, 1.154, 1.056)
N (2.271, 2.517, 1.322)
H (-5.050, 0.341, 2.260)
H (-4.587, 0.797, 0.600)
H (-3.488, -0.146, 1.555)
H (-5.079, 2.260, 3.614)
H (-4.078, 4.422, 4.327)
H (-2.000, 5.198, 3.177)
H (0.154, 5.891, -1.352)
H (0.203, 5.638, -3.833)
H (0.059, 3.345, -4.785)
H (-0.353, 1.060, -4.505)
H (-0.903, 0.445, -2.918)
H (0.810, 0.504, -3.285)
H (1.017, 4.232, 3.927)
H (3.013, 3.228, 5.043)
H (4.510, 1.763, 3.710)
H (3.644, 0.496, 0.445)
H (4.799, 1.797, 0.366)
H (4.967, 0.581, 1.647)
N (1.603, -1.701, 1.284)
N (1.261, -1.721, 2.646)
C (0.750, -0.513, 3.247)
O (0.904, -0.450, 4.477)
O (0.197, 0.285, 2.451)
H (1.402, -2.596, 0.851)
H (2.572, -1.465, 1.136)
H (1.917, -2.178, 3.261)
C (-2.895, -4.519, 1.697)
S (-1.430, -3.479, 2.056)
C (-2.113, -2.746, 3.571)
O (-1.504, -2.437, 0.994)
H (-3.136, -5.112, 2.581)
H (-2.645, -5.171, 0.861)
H (-3.719, -3.863, 1.415)
H (-1.784, -3.358, 4.412)
H (-3.199, -2.697, 3.518)
H (-1.685, -1.748, 3.666)

This record from OMol25 describes 4 unconnected molecules or ions with the total composition C2H12O3S2 at a distorted geometry. The level of theory is the ωB97M-V functional and the def2-TZVPD basis.

As for the molecular weight: 148.2 g mol⁻¹. Its SMILES is CSSC.O.O.O. The calculation puts the total energy at -30081.70661 eV. As for the gap between HOMO and LUMO: 8.97 eV. The HOMO energy comes out at -8.3 eV. The calculation puts the LUMO energy at 0.0245 hartree. As for the energy above the lowest of the compared OMol25 structures with the same formula, charge and spin: 50.5 kJ/mol.

Geometry (Å):
C (-1.308, 0.106, 1.774)
S (0.227, -0.733, 2.380)
S (0.906, -1.829, 0.715)
C (-0.641, -2.391, -0.049)
H (-1.089, 0.902, 1.071)
H (-2.076, -0.603, 1.518)
H (-1.569, 0.577, 2.728)
H (-1.306, -2.730, 0.737)
H (-0.925, -1.528, -0.645)
H (-0.411, -3.204, -0.738)
O (-0.790, -0.141, -2.497)
H (0.034, 0.350, -2.647)
H (-1.487, 0.455, -2.712)
O (1.073, 2.152, -1.756)
H (1.447, 3.035, -1.976)
H (1.417, 1.888, -0.896)
O (2.038, 1.578, 0.821)
H (2.953, 1.300, 1.034)
H (1.506, 0.815, 1.137)

This record from OMol25 describes 2 unconnected molecules or ions with the total composition C5H8Cl2FNO2 at a distorted geometry. The level of theory is the ωB97M-V functional and the def2-TZVPD basis.

As for the molecular weight: 204.0 g mol⁻¹. Its SMILES is C[C@@H](F)/C=[N+](\[O-])O.Cl/C=C/Cl. The calculation puts the total energy at -38657.32780 eV. As for the gap between HOMO and LUMO: 9.78 eV. The HOMO energy comes out at -9.2 eV. The calculation puts the LUMO energy at 0.0198 hartree.

Geometry (Å):
C (-2.716, 0.383, 0.831)
C (-1.416, 0.599, 0.176)
F (-1.395, 1.831, -0.394)
C (-0.229, 0.431, 1.080)
N (0.306, -0.728, 1.150)
O (0.135, -1.793, 0.468)
O (1.306, -0.855, 2.116)
H (-2.992, 1.153, 1.679)
H (-3.462, 0.588, 0.147)
H (-2.769, -0.570, 1.378)
H (-1.459, -0.083, -0.700)
H (0.220, 1.177, 1.702)
H (2.140, -1.170, 1.799)
Cl (2.077, -2.069, -2.787)
C (2.350, -0.694, -1.747)
C (1.719, 0.435, -2.037)
Cl (2.042, 1.773, -1.026)
H (3.073, -0.778, -0.926)
H (1.071, 0.370, -2.906)

This record from OMol25 describes a molecular structure, C47H46BrClIrNO3P3Si. The level of theory is the ωB97M-V functional and the def2-TZVPD basis.

As for the molecular weight: 1101.5 g mol⁻¹. Its net charge is +1. The calculation puts the total energy at -178262.09684 eV. As for the gap between HOMO and LUMO (alpha / beta): 5.90 / 7.50 eV. The HOMO energy (alpha / beta) comes out at -7.9 / -11.1 eV. Its spin multiplicity is 5. The calculation puts the LUMO energy (alpha / beta) at -0.0731 / -0.1309 hartree.

Geometry (Å):
Ir (0.452, -0.140, 0.400)
C (0.140, 2.492, 3.229)
Si (-0.377, 1.850, 1.534)
C (-2.230, 1.453, 1.689)
C (-3.183, 2.439, 1.948)
C (-4.533, 2.135, 2.022)
C (-4.963, 0.824, 1.851)
C (-4.036, -0.178, 1.616)
C (-2.683, 0.137, 1.527)
P (-1.420, -1.149, 1.263)
C (-1.385, -1.999, 2.866)
C (-0.483, -1.558, 3.827)
C (-0.516, -2.084, 5.110)
C (-1.435, -3.071, 5.434)
C (-2.330, -3.525, 4.475)
C (-2.313, -2.984, 3.200)
C (-2.096, -2.358, 0.089)
C (-1.603, -3.639, 0.104)
C (-1.542, -4.481, -1.121)
C (-2.220, -3.891, -2.303)
C (-2.821, -2.679, -2.232)
C (-2.750, -1.885, -1.065)
C (-0.173, 3.252, 0.274)
C (0.086, 4.574, 0.641)
C (0.273, 5.567, -0.309)
C (0.171, 5.265, -1.659)
C (-0.095, 3.962, -2.050)
C (-0.224, 2.956, -1.098)
P (-0.616, 1.229, -1.575)
C (0.396, 0.769, -3.013)
C (0.127, -0.480, -3.574)
C (0.890, -0.957, -4.627)
C (1.936, -0.194, -5.129)
C (2.216, 1.044, -4.570)
C (1.452, 1.523, -3.515)
C (-2.269, 1.499, -2.320)
C (-2.371, 1.743, -3.691)
C (-3.596, 2.050, -4.265)
C (-4.735, 2.116, -3.477)
C (-4.642, 1.872, -2.115)
C (-3.418, 1.565, -1.540)
H (-0.465, 3.357, 3.512)
H (1.189, 2.789, 3.285)
H (-0.041, 1.721, 3.982)
H (-2.872, 3.471, 2.069)
H (-5.256, 2.918, 2.211)
H (-6.017, 0.585, 1.904)
H (-4.370, -1.201, 1.489)
H (0.238, -0.797, 3.556)
H (0.169, -1.721, 5.866)
H (-1.458, -3.483, 6.434)
H (-3.051, -4.292, 4.725)
H (-3.030, -3.329, 2.465)
H (-1.083, -4.025, 0.974)
H (-1.917, -5.492, -0.929)
H (-2.243, -4.479, -3.211)
H (-3.348, -2.288, -3.094)
H (-3.175, -0.891, -1.080)
H (0.137, 4.841, 1.690)
H (0.478, 6.583, 0.004)
H (0.289, 6.039, -2.405)
H (-0.212, 3.738, -3.103)
H (-0.672, -1.095, -3.175)
H (0.674, -1.929, -5.049)
H (2.532, -0.565, -5.952)
H (3.035, 1.641, -4.951)
H (1.702, 2.478, -3.075)
H (-1.494, 1.686, -4.322)
H (-3.656, 2.237, -5.329)
H (-5.691, 2.355, -3.923)
H (-5.524, 1.920, -1.490)
H (-3.374, 1.389, -0.476)
Br (6.639, 1.020, -2.369)
C (4.898, 0.760, -1.711)
C (4.287, 1.746, -0.953)
C (3.007, 1.503, -0.481)
N (2.343, 0.382, -0.756)
C (2.931, -0.549, -1.512)
C (4.216, -0.413, -2.000)
H (4.785, 2.679, -0.731)
H (2.479, 2.239, 0.113)
H (2.326, -1.410, -1.760)
H (4.651, -1.195, -2.605)
Cl (2.731, -3.968, -3.251)
C (2.176, -4.252, -1.582)
C (0.739, -3.792, -1.451)
O (-0.114, -4.813, -1.427)
O (0.419, -2.635, -1.342)
H (2.790, -3.644, -0.921)
H (2.286, -5.307, -1.356)
C (4.318, 0.898, 2.586)
P (3.416, -0.632, 2.870)
C (2.826, -0.517, 4.563)
C (4.644, -1.946, 2.874)
O (2.349, -0.886, 1.845)
H (5.045, 1.070, 3.380)
H (3.615, 1.732, 2.561)
H (4.838, 0.849, 1.630)
H (3.661, -0.350, 5.244)
H (2.322, -1.443, 4.832)
H (2.125, 0.313, 4.659)
H (5.474, -1.715, 3.542)
H (5.027, -2.077, 1.862)
H (4.177, -2.877, 3.194)

This record from OMol25 describes a molecular structure, C32H40BClLaN8O2S at a distorted geometry. The level of theory is the ωB97M-V functional and the def2-TZVPD basis.

As for the molecular weight: 786.0 g mol⁻¹. Its net charge is +1. The calculation puts the total energy at -74746.44022 eV. As for the gap between HOMO and LUMO: 8.99 eV. The HOMO energy comes out at -11.2 eV. The calculation puts the LUMO energy at -0.0824 hartree. As for the energy above the lowest of the compared OMol25 structures with the same formula, charge and spin: 0.0 kJ/mol.

Geometry (Å):
La (-0.553, 0.597, 0.883)
C (0.095, 4.329, 0.426)
C (-0.028, 4.465, 1.947)
C (1.226, 3.967, 2.677)
C (-1.269, 3.779, 2.447)
C (-2.309, 4.323, 3.204)
C (-3.202, 3.282, 3.383)
N (-2.721, 2.196, 2.774)
N (-1.521, 2.486, 2.191)
B (-3.439, 0.837, 2.595)
N (-2.584, -0.309, 3.204)
C (-2.988, -1.141, 4.170)
C (-1.934, -1.955, 4.531)
C (-0.873, -1.558, 3.716)
N (-1.269, -0.563, 2.902)
C (0.527, -2.107, 3.763)
C (1.569, -1.120, 3.232)
C (0.641, -3.471, 3.076)
N (-3.729, 0.616, 1.079)
C (-4.944, 0.392, 0.565)
C (-4.882, 0.505, -0.807)
C (-3.551, 0.819, -1.083)
N (-2.843, 0.871, 0.059)
C (-2.990, 1.113, -2.446)
C (-2.400, -0.138, -3.109)
C (-1.993, 2.273, -2.429)
H (0.997, 4.819, 0.060)
H (0.154, 3.282, 0.125)
H (-0.769, 4.758, -0.082)
H (-0.148, 5.521, 2.179)
H (1.434, 2.923, 2.447)
H (2.101, 4.547, 2.375)
H (1.110, 4.062, 3.759)
H (-2.391, 5.338, 3.564)
H (-4.151, 3.250, 3.903)
H (-4.489, 0.858, 3.175)
H (-4.001, -1.085, 4.550)
H (-1.920, -2.718, 5.299)
H (0.731, -2.274, 4.821)
H (1.530, -1.011, 2.148)
H (1.458, -0.128, 3.678)
H (2.575, -1.476, 3.458)
H (0.454, -3.381, 2.007)
H (1.647, -3.877, 3.223)
H (-0.077, -4.184, 3.491)
H (-5.787, 0.196, 1.216)
H (-5.694, 0.406, -1.516)
H (-3.849, 1.430, -3.037)
H (-1.555, -0.517, -2.529)
H (-3.139, -0.938, -3.180)
H (-2.050, 0.098, -4.118)
H (-1.016, 1.958, -2.057)
H (-1.842, 2.648, -3.445)
H (-2.354, 3.102, -1.815)
N (1.253, -1.883, -2.032)
C (0.391, -2.709, -1.453)
S (-0.737, -2.227, -0.257)
N (0.386, -4.005, -1.797)
C (1.176, -4.691, -2.772)
C (1.411, -4.172, -4.038)
C (2.177, -4.896, -4.944)
C (2.688, -6.139, -4.603)
C (2.418, -6.667, -3.347)
C (1.670, -5.944, -2.431)
H (1.229, -0.902, -1.789)
H (1.960, -2.228, -2.661)
H (-0.174, -4.579, -1.189)
H (0.957, -3.238, -4.346)
H (2.352, -4.488, -5.931)
H (3.286, -6.698, -5.314)
H (2.794, -7.646, -3.074)
H (1.466, -6.355, -1.446)
Cl (6.622, 3.008, -3.506)
C (5.228, 2.512, -2.614)
C (5.366, 2.154, -1.282)
C (4.248, 1.750, -0.572)
C (3.007, 1.693, -1.197)
C (2.881, 2.060, -2.535)
C (3.993, 2.482, -3.246)
C (1.836, 1.216, -0.429)
O (1.875, 1.152, 0.827)
O (0.757, 0.855, -1.045)
H (6.339, 2.199, -0.811)
H (4.329, 1.480, 0.477)
H (1.908, 2.027, -3.010)
H (3.909, 2.787, -4.281)

This record from OMol25 describes a molecular structure, C31H49NO3P2SW at a distorted geometry. The level of theory is the ωB97M-V functional and the def2-TZVPD basis.

As for the molecular weight: 761.6 g mol⁻¹. Its net charge is +2. The calculation puts the total energy at -71793.93201 eV. As for the gap between HOMO and LUMO (alpha / beta): 4.34 / 5.27 eV. The HOMO energy (alpha / beta) comes out at -13.8 / -13.8 eV. Its spin multiplicity is 3. The calculation puts the LUMO energy (alpha / beta) at -0.3467 / -0.3133 hartree.

Geometry (Å):
W (0.628, -0.186, -0.268)
C (2.665, -0.138, 0.396)
C (2.671, -0.331, -1.023)
C (1.621, 1.690, -0.591)
C (2.115, 1.148, 0.654)
C (2.015, 0.795, -1.627)
C (3.400, -0.976, 1.379)
H (3.272, -2.025, 1.127)
H (3.036, -0.808, 2.386)
H (4.465, -0.732, 1.344)
C (2.349, 1.940, 1.876)
H (2.741, 1.331, 2.697)
H (1.408, 2.408, 2.188)
H (3.069, 2.750, 1.670)
C (1.184, 3.081, -0.837)
H (2.032, 3.679, -1.186)
H (0.791, 3.514, 0.080)
H (0.389, 3.107, -1.582)
C (2.027, 1.163, -3.059)
H (3.000, 1.608, -3.317)
H (1.258, 1.902, -3.277)
H (1.859, 0.263, -3.663)
C (3.501, -1.353, -1.709)
H (4.578, -1.078, -1.655)
H (3.208, -1.449, -2.759)
H (3.371, -2.331, -1.227)
C (-0.631, -3.550, -1.112)
C (0.711, -3.729, -1.006)
C (1.417, -4.722, -1.879)
C (1.591, -4.372, -3.388)
C (0.993, -3.082, -3.866)
C (-0.338, -2.948, -3.985)
C (-1.260, -4.076, -3.602)
C (-1.435, -4.367, -2.085)
H (0.911, -5.703, -1.838)
H (1.206, -5.233, -3.972)
H (2.430, -4.873, -1.468)
H (-1.240, -5.444, -1.939)
H (-1.170, -2.843, -0.476)
H (1.300, -3.194, -0.256)
H (-2.503, -4.216, -1.849)
H (-2.267, -3.835, -3.980)
H (-0.827, -2.027, -4.326)
H (-0.955, -5.024, -4.087)
H (2.677, -4.321, -3.565)
H (1.711, -2.283, -4.084)
P (-0.203, -1.056, 2.148)
C (0.367, -0.095, 3.612)
H (-0.059, -0.477, 4.544)
H (0.061, 0.946, 3.505)
H (1.453, -0.127, 3.703)
C (-1.963, -1.230, 2.629)
H (-2.091, -1.481, 3.687)
H (-2.446, -2.000, 2.029)
H (-2.460, -0.271, 2.448)
C (0.393, -2.689, 2.735)
H (-0.083, -3.481, 2.157)
H (0.171, -2.844, 3.797)
H (1.472, -2.755, 2.595)
P (-1.692, 0.575, -1.409)
C (-1.422, 1.161, -3.122)
H (-2.311, 1.066, -3.751)
H (-0.601, 0.615, -3.584)
H (-1.148, 2.221, -3.086)
C (-3.180, -0.500, -1.459)
H (-3.107, -1.293, -2.204)
H (-4.093, 0.072, -1.658)
H (-3.293, -0.962, -0.477)
C (-2.642, 2.083, -0.943)
H (-3.400, 2.343, -1.688)
H (-1.957, 2.924, -0.830)
H (-3.137, 1.929, 0.019)
O (-3.668, 1.963, 4.401)
S (-3.515, 2.638, 3.137)
O (-4.670, 3.114, 2.418)
N (-2.503, 1.793, 2.138)
C (-1.355, 2.453, 1.912)
O (-0.451, 2.084, 1.107)
C (-1.225, 3.722, 2.621)
C (-0.144, 4.593, 2.536)
C (-0.243, 5.759, 3.274)
C (-1.404, 6.009, 4.027)
C (-2.497, 5.126, 4.067)
C (-2.387, 3.960, 3.331)
H (0.707, 4.306, 1.899)
H (0.597, 6.450, 3.245)
H (-1.441, 6.934, 4.601)
H (-3.402, 5.291, 4.633)

Question: The lowest molecular weight belongs to which entry?
Answer: C2H12O3S2